Record 1
Entry from the Open Molecules 2025 dataset: a structure of composition H8O10SV in a non-equilibrium geometry (ωB97M-V/def2-TZVPD).

Computed properties:
calculated total energy = -2099.54398 hartree
net charge = -1
highest occupied orbital energy = -5.169 eV
spin multiplicity = 1

Last column: Mulliken charge in e.
Atoms and positions in Å:
O  0.151  0.900  0.583  -0.573
V  0.874  -0.422  0.154  1.103
O  1.333  -1.212  1.448  -0.658
S  1.254  -1.350  -2.440  1.412
O  0.467  -0.137  -1.949  -0.576
O  0.433  -2.212  -3.275  -0.698
O  2.506  -0.927  -3.072  -0.698
O  1.559  -2.002  -1.097  -0.631
O  2.805  0.505  -0.267  -0.371
H  3.092  1.281  -0.747  0.279
H  3.540  -0.107  -0.190  0.317
O  -1.143  -1.427  -0.120  -0.439
H  -1.402  -2.283  -0.466  0.313
H  -1.672  -1.264  0.662  0.263
O  -1.953  1.001  2.792  -0.666
H  -2.823  0.830  3.156  0.311
H  -1.668  0.187  2.370  0.275
O  -2.459  2.835  0.430  -0.611
H  -2.593  3.642  0.931  0.283
H  -2.300  2.160  1.099  0.366

Record 2
Entry from the Open Molecules 2025 dataset: the molecule C4H6O2 (ωB97M-V/def2-TZVPD).

Computed properties:
calculated total energy = -306.44569 hartree
SMILES = C[C@H]1OCC1=O
net charge = 0
highest occupied orbital energy = -9.928 eV
spin multiplicity = 1

Last column: Mulliken charge in e.
Atoms and positions in Å:
C  0.842  0.898  0.916  -1.180
C  0.416  -0.481  0.439  0.403
O  -0.989  -0.724  0.650  -0.430
C  -1.332  -0.514  -0.726  -0.256
C  0.156  -0.409  -1.062  0.239
O  0.823  -0.253  -2.042  -0.542
H  1.931  0.987  0.930  0.317
H  0.451  1.652  0.222  0.295
H  0.433  1.108  1.906  0.316
H  1.033  -1.304  0.820  0.359
H  -1.916  0.404  -0.873  0.221
H  -1.848  -1.364  -1.181  0.259

Record 3
Entry from the Open Molecules 2025 dataset: a structure of composition C44H67NOPSSb2SiV in a non-equilibrium geometry (ωB97M-V/def2-TZVPD).

Computed properties:
<S²> = 3.776
calculated total energy = -4300.20019 hartree
net charge = +1
highest occupied orbital energy (alpha / beta) = -9.680 / -10.125 eV
spin multiplicity = 4

Last column: Mulliken spin population.
Atoms and positions in Å:
V  0.550  0.818  -0.228  2.673
C  -2.611  2.510  -2.627  -0.001
Sb  -2.226  1.336  -0.889  -0.002
C  -2.817  2.839  0.503  -0.006
C  -4.111  0.269  -0.988  0.006
C  -4.778  -0.127  0.312  -0.001
C  -5.384  0.902  1.040  0.000
C  -6.064  0.677  2.223  0.000
C  -6.172  -0.620  2.700  0.001
C  -5.605  -1.655  1.978  -0.001
C  -4.899  -1.444  0.787  0.005
C  -4.351  -2.651  0.090  0.003
Sb  -2.330  -3.133  0.691  0.035
C  -2.938  -4.026  2.549  0.000
C  -2.343  -4.994  -0.382  0.000
H  -3.659  2.809  -2.618  -0.001
H  -2.407  1.953  -3.542  0.000
H  -1.984  3.400  -2.600  0.001
H  -3.729  3.314  0.146  -0.002
H  -2.026  3.587  0.560  -0.003
H  -2.988  2.418  1.493  0.009
H  -3.970  -0.567  -1.672  -0.005
H  -4.726  1.016  -1.492  0.000
H  -5.338  1.911  0.647  0.000
H  -6.528  1.501  2.749  0.000
H  -6.718  -0.829  3.611  0.000
H  -5.726  -2.673  2.329  0.000
H  -4.361  -2.563  -0.998  0.000
H  -4.929  -3.537  0.355  0.000
H  -3.374  -5.005  2.346  0.000
H  -3.678  -3.400  3.048  0.000
H  -2.075  -4.147  3.203  0.000
H  -1.957  -5.771  0.277  0.000
H  -1.728  -4.960  -1.279  0.000
H  -3.370  -5.232  -0.658  0.000
C  5.844  2.800  0.276  -0.001
Si  5.299  3.462  -1.364  0.001
C  5.398  5.316  -1.367  0.000
C  6.391  2.754  -2.694  0.000
C  3.522  3.036  -1.886  -0.024
C  3.137  3.498  -3.139  0.020
C  1.854  3.295  -3.647  -0.001
C  0.976  2.574  -2.881  0.036
N  1.316  2.074  -1.685  -0.030
C  2.539  2.334  -1.159  0.079
S  2.685  1.685  0.460  -0.001
H  6.886  3.100  0.426  0.000
H  5.791  1.710  0.316  0.000
H  5.250  3.194  1.102  0.001
H  6.405  5.644  -1.096  0.000
H  4.698  5.745  -0.645  0.000
H  5.166  5.732  -2.351  0.000
H  7.431  3.048  -2.523  0.000
H  6.112  3.098  -3.693  0.000
H  6.347  1.661  -2.686  0.000
H  3.852  4.045  -3.747  0.002
H  1.556  3.680  -4.611  0.000
H  -0.030  2.366  -3.220  0.002
C  -3.196  3.299  6.591  0.000
C  -2.572  2.522  5.469  0.029
C  -1.607  3.099  4.650  -0.012
C  -1.011  2.407  3.609  0.019
C  0.075  3.089  2.830  0.012
C  -1.409  1.066  3.382  0.002
C  -0.876  0.219  2.364  -0.058
O  -0.171  0.555  1.383  0.063
C  -2.396  0.460  4.211  0.017
C  -2.878  -0.958  3.998  0.004
C  -2.952  1.202  5.231  -0.016
H  -2.728  4.273  6.713  0.000
H  -3.113  2.753  7.531  0.002
H  -4.261  3.452  6.401  0.003
H  -1.300  4.122  4.835  0.001
H  0.155  4.131  3.135  0.001
H  -0.093  3.060  1.755  0.036
H  1.042  2.614  2.997  0.004
H  -1.122  -0.841  2.392  0.047
H  -3.290  -1.101  2.996  0.003
H  -3.667  -1.193  4.709  0.001
H  -2.079  -1.689  4.142  0.001
H  -3.710  0.747  5.860  0.000
C  4.426  -0.999  -0.966  0.031
C  3.600  -1.579  -2.116  0.014
C  3.958  -0.804  -3.389  -0.004
C  4.002  -3.048  -2.270  -0.001
P  1.764  -1.328  -1.727  0.092
C  1.505  -2.589  -0.406  -0.126
C  1.272  -3.954  -0.583  0.005
C  1.158  -4.813  0.502  0.001
C  1.295  -4.333  1.798  0.002
C  1.553  -2.984  1.997  0.038
C  1.653  -2.130  0.906  0.068
C  0.738  -1.833  -3.229  -0.019
C  -0.704  -1.950  -2.721  -0.039
C  0.777  -0.664  -4.228  0.014
C  1.070  -3.112  -4.003  -0.001
H  5.483  -1.169  -1.194  0.001
H  4.210  -1.485  -0.012  -0.003
H  4.268  0.071  -0.841  -0.011
H  5.047  -0.774  -3.483  0.000
H  3.598  0.229  -3.363  0.002
H  3.571  -1.287  -4.286  0.000
H  5.060  -3.073  -2.548  -0.001
H  3.448  -3.577  -3.043  0.000
H  3.898  -3.597  -1.334  0.000
H  1.175  -4.371  -1.573  0.000
H  0.980  -5.867  0.330  0.000
H  1.223  -5.008  2.641  0.000
H  1.693  -2.597  2.999  0.001
H  1.878  -1.085  1.086  -0.065
H  -0.993  -1.101  -2.098  0.047
H  -0.844  -2.854  -2.134  0.001
H  -1.384  -1.989  -3.578  -0.003
H  0.644  0.298  -3.738  0.007
H  -0.040  -0.794  -4.943  0.002
H  1.703  -0.624  -4.795  0.001
H  1.027  -4.019  -3.408  0.000
H  2.044  -3.057  -4.489  -0.001
H  0.325  -3.220  -4.798  0.000

Record 4
Entry from the Open Molecules 2025 dataset: the molecule C3H2ClNOS in a non-equilibrium geometry (ωB97M-V/def2-TZVPD).

Computed properties:
calculated total energy = -1103.81222 hartree
SMILES = O=c1ccsn1Cl
net charge = 0
highest occupied orbital energy = -9.238 eV
spin multiplicity = 1

Last column: Mulliken charge in e.
Atoms and positions in Å:
C  0.550  -0.550  -0.015  -0.506
C  0.468  0.789  -0.009  -0.095
C  1.947  -0.962  0.033  0.601
N  2.779  0.080  0.170  -0.121
O  2.313  -2.140  -0.007  -0.612
S  1.853  1.736  -0.004  0.018
Cl  4.470  0.017  -0.044  0.000
H  -0.396  -1.101  -0.023  0.330
H  -0.478  1.209  0.056  0.385